Entry 1:
A structure of composition C43H41GeInN8O4S, computed with ωB97M-V/def2-TZVPD.

Cartesian coordinates (Å):
In: 0.588 -1.590 0.874
N: 0.061 -1.589 5.935
C: -0.059 -2.006 4.668
N: 0.723 -1.643 3.708
C: 1.732 -0.755 3.963
N: 2.646 -0.511 3.067
N: 2.569 -1.040 1.874
C: 3.632 -1.343 1.223
C: 3.580 -1.978 -0.073
C: 4.753 -2.380 -0.722
C: 4.658 -3.070 -1.918
C: 3.399 -3.336 -2.436
C: 2.288 -2.898 -1.731
N: 2.377 -2.240 -0.592
C: 1.833 -0.133 5.266
C: 2.752 0.875 5.570
C: 2.851 1.344 6.862
C: 2.059 0.803 7.875
C: 1.133 -0.181 7.594
C: 0.999 -0.633 6.284
H: -0.543 -1.944 6.667
H: -0.865 -2.689 4.437
H: 4.610 -1.180 1.674
H: 5.714 -2.158 -0.283
H: 5.543 -3.415 -2.428
H: 3.282 -3.874 -3.364
H: 1.291 -3.100 -2.095
H: 3.387 1.241 4.780
H: 3.565 2.118 7.096
H: 2.174 1.162 8.886
H: 0.518 -0.606 8.374
O: -0.766 -2.563 -0.865
C: -0.558 -1.561 -1.613
O: 0.039 -0.556 -1.203
C: -1.026 -1.636 -3.044
C: -1.786 -0.380 -3.427
Ge: -0.675 1.302 -3.308
C: -1.615 2.386 -4.689
C: -1.017 2.913 -5.823
C: -1.781 3.550 -6.789
C: -3.150 3.670 -6.624
C: -3.753 3.169 -5.483
C: -2.986 2.533 -4.524
C: -0.899 2.321 -1.620
C: -0.123 3.456 -1.427
C: -0.338 4.286 -0.342
C: -1.362 4.012 0.548
C: -2.156 2.895 0.353
C: -1.914 2.049 -0.716
C: 1.193 0.957 -3.892
C: 2.284 1.171 -3.061
C: 3.575 1.031 -3.543
C: 3.795 0.681 -4.865
C: 2.713 0.449 -5.698
C: 1.424 0.581 -5.211
H: -1.623 -2.541 -3.201
H: -0.124 -1.693 -3.660
H: -2.693 -0.287 -2.832
H: -2.108 -0.476 -4.464
H: 0.053 2.827 -5.956
H: -1.309 3.947 -7.675
H: -3.746 4.163 -7.378
H: -4.820 3.268 -5.343
H: -3.454 2.143 -3.629
H: 0.646 3.699 -2.148
H: 0.272 5.165 -0.205
H: -1.556 4.678 1.378
H: -2.985 2.696 1.018
H: -2.538 1.174 -0.852
H: 2.117 1.463 -2.031
H: 4.416 1.228 -2.894
H: 4.803 0.612 -5.248
H: 2.877 0.193 -6.733
H: 0.587 0.410 -5.876
N: -3.869 2.715 4.811
C: -4.115 1.703 3.963
S: -5.624 1.035 3.869
C: -3.013 1.129 3.178
C: -3.295 0.215 2.156
C: -2.257 -0.383 1.478
N: -0.983 -0.106 1.731
C: -0.693 0.802 2.652
C: -1.664 1.429 3.407
H: -4.658 3.084 5.322
H: -3.029 3.269 4.795
H: -4.328 -0.015 1.930
H: -2.437 -1.127 0.711
H: 0.353 1.035 2.788
H: -1.363 2.132 4.167
N: -1.865 -4.898 -0.020
C: -0.750 -5.376 0.829
C: -0.166 -4.063 1.412
O: 1.047 -3.871 1.323
O: -1.016 -3.238 1.781
H: -2.325 -5.648 -0.542
H: -1.493 -4.127 -0.643
H: -2.527 -4.419 0.608
H: 0.011 -5.885 0.238
H: -1.126 -6.033 1.612

Forces on the atoms, in the same order (eV/Å):
In -0.1 -0.2 -0.1
N -0.3 -0.3 0.1
C -0.2 -0.1 0.3
N 0.1 0.1 -0.7
C 0.4 -0.4 -0.5
N 0.9 1.5 2.2
N -1.2 -1.2 -2.2
C 0.1 0.4 0.9
C 0.4 -0.5 -0.9
C -0.4 0.3 0.3
C -0.3 -0.1 -0.1
C 0.2 0.1 0.1
C 0.0 -0.2 -0.5
N -0.4 0.4 0.7
C -0.3 -0.1 0.5
C -0.1 -0.1 0.1
C 0.1 0.0 -0.2
C -0.1 -0.1 -0.1
C 0.0 0.0 -0.1
C 0.7 0.5 -0.2
H 0.0 -0.1 -0.3
H -0.1 -0.1 0.1
H -0.2 0.1 0.1
H 0.1 0.0 0.1
H 0.1 0.0 0.0
H -0.1 0.0 0.0
H 0.0 0.0 0.0
H 0.1 0.1 0.0
H 0.1 0.1 0.0
H 0.0 0.0 0.1
H -0.1 0.0 0.1
O 0.4 -0.4 1.3
C -0.6 -0.2 -1.6
O 0.5 0.1 1.2
C 0.0 0.1 0.1
C 0.4 0.4 0.0
Ge -0.6 0.3 -0.6
C 0.5 -0.4 0.6
C 0.1 0.0 0.0
C 0.0 0.1 -0.1
C 0.0 0.1 -0.1
C -0.2 0.0 0.0
C 0.0 -0.1 0.1
C 0.2 -0.5 -0.7
C 0.1 -0.1 -0.1
C 0.1 0.2 0.1
C 0.0 0.0 0.1
C -0.2 0.0 0.1
C -0.1 -0.2 -0.1
C -0.8 0.1 0.3
C 0.0 0.0 0.2
C 0.2 0.0 0.1
C 0.0 0.0 0.0
C 0.1 -0.1 -0.1
C -0.2 0.0 0.0
H 0.2 0.1 0.1
H 0.1 -0.1 0.0
H -0.1 0.1 0.1
H 0.0 0.2 0.0
H 0.1 0.0 -0.1
H 0.0 0.0 -0.1
H 0.0 0.0 -0.1
H -0.1 0.0 0.0
H -0.2 0.0 0.1
H 0.1 0.1 0.0
H 0.1 0.1 0.0
H 0.0 0.1 0.0
H 0.0 0.0 0.0
H -0.1 0.0 0.0
H 0.1 0.0 0.1
H 0.1 0.0 0.1
H 0.1 0.0 0.0
H 0.0 -0.1 -0.1
H -0.1 0.0 -0.1
N 0.3 0.1 -0.2
C -1.4 0.0 0.6
S 0.2 0.2 0.1
C 1.1 -0.4 -0.5
C 0.1 0.2 0.2
C -0.5 -0.1 -0.1
N 0.9 -0.7 -0.4
C 0.1 0.4 0.2
C -0.5 -0.1 -0.1
H 0.1 0.0 0.0
H 0.0 0.0 -0.1
H 0.1 -0.1 0.0
H -0.1 0.0 0.0
H 0.0 0.1 0.1
H 0.1 0.1 0.1
N -0.3 0.3 -0.2
C 0.8 0.2 0.6
C -0.7 -1.8 -0.3
O 0.9 0.7 -0.3
O -0.5 1.0 0.2
H 0.0 0.2 0.0
H -0.3 -0.3 0.1
H 0.0 -0.2 -0.3
H -0.2 0.0 -0.1
H 0.0 0.0 -0.1

Total charge ... +2
DFT total energy ... -5067.07888 hartree
Relative energy (zero: lowest compared OMol25 entry of this formula, charge and spin) ... 0.8009 eV
Orbital gap ... 0.231 Eh

***

Entry 2:
A cluster of 2 separate species, C3H11N4O2 in total, computed with ωB97M-V/def2-TZVPD.

Cartesian coordinates (Å):
C: 0.635 0.343 -0.579
C: -1.327 2.969 -1.458
C: 0.136 2.555 -0.990
N: -0.405 -3.815 1.787
N: 1.139 -0.865 -0.969
N: 0.363 -1.723 1.861
N: -0.084 -2.682 1.185
O: 0.282 0.506 0.637
O: 0.687 1.323 -1.455
H: -1.710 2.151 -2.027
H: -1.960 3.287 -0.624
H: -1.308 3.953 -2.028
H: 0.112 2.553 0.165
H: 0.727 3.376 -1.297
H: -0.277 -4.037 2.791
H: -0.592 -4.629 1.231
H: 1.000 -1.822 -0.452
H: 1.487 -1.067 -1.879
H: 0.448 -0.324 1.263
H: 0.647 -2.050 2.837

Forces on the atoms, in the same order (eV/Å):
C 1.8 -2.1 -0.5
C 1.4 1.2 0.0
C -2.4 2.1 2.9
N 0.5 0.0 0.6
N -1.0 -1.5 1.5
N 0.8 -1.5 1.5
N -0.5 -0.5 0.7
O -0.2 0.6 -0.4
O -0.7 -1.2 0.8
H -0.8 -0.2 -0.5
H 0.1 -0.9 0.1
H 0.3 -1.6 0.1
H 0.4 0.0 -2.0
H 1.4 0.2 -0.4
H 0.2 0.8 -0.7
H -0.1 0.2 -0.6
H 0.0 3.1 -0.7
H 0.1 0.8 -0.8
H -0.3 -0.4 -0.6
H -0.7 0.9 -1.0

Total charge ... +1
DFT total energy ... -490.11041 hartree
Relative energy (zero: lowest compared OMol25 entry of this formula, charge and spin) ... 1.2662 eV
Orbital gap ... 0.411 Eh

***

Entry 3:
A structure of composition C13H30ClO2P2Re, computed with ωB97M-V/def2-TZVPD.

Cartesian coordinates (Å):
C: 0.401 -0.162 -4.943
C: 1.180 -0.091 -3.778
H: 1.069 -0.084 -5.829
H: -0.368 0.624 -5.026
H: -0.105 -1.136 -5.003
O: 1.909 -0.141 -2.874
Cl: -1.526 0.006 -2.173
Re: -0.073 0.093 -0.345
P: -0.068 2.442 -0.626
C: 1.233 3.319 0.283
C: 0.130 3.119 -2.303
H: 0.287 4.207 -2.257
H: -1.648 4.266 -0.293
H: -0.758 2.870 -2.892
H: -2.479 2.698 -0.413
H: 2.211 2.960 -0.052
H: 1.006 2.649 -2.762
C: -1.608 3.211 0.008
H: 1.153 4.395 0.103
H: -1.649 3.146 1.100
H: 1.126 3.123 1.356
P: 0.145 -2.249 -0.212
C: 1.534 -2.908 0.797
C: -1.322 -3.118 0.480
H: -0.248 -2.809 -2.549
H: 0.494 -4.185 -1.636
H: 1.487 -2.798 -2.155
C: 0.498 -3.100 -1.793
H: -2.212 -2.786 -0.076
H: -1.204 -4.204 0.383
H: 1.537 -4.006 0.803
H: 1.439 -2.545 1.828
H: -1.431 -2.860 1.543
H: 2.483 -2.536 0.387
C: 1.713 0.203 0.413
O: 2.741 0.315 0.989
C: 0.435 0.557 3.519
C: -0.396 -0.443 2.736
C: -1.492 -0.995 3.655
C: -1.049 0.225 1.429
H: -0.195 1.420 3.734
H: 1.283 0.911 2.933
H: 0.842 0.111 4.447
H: 0.220 -1.302 2.436
H: -2.189 -0.196 3.916
H: -2.130 -1.718 3.140
H: -1.092 -1.448 4.583
H: -2.009 -0.300 1.268
H: -1.305 1.252 1.722

Forces on the atoms, in the same order (eV/Å):
C -0.4 0.2 -1.2
C 3.5 -0.6 3.7
H 0.0 0.0 0.4
H 0.3 0.0 0.3
H 0.1 -0.1 0.2
O -3.4 0.5 -4.1
Cl 0.4 -0.1 0.6
Re -3.2 -0.1 -1.4
P 0.5 3.8 0.4
C 0.1 -0.3 0.2
C -0.1 -0.6 -0.3
H -0.1 -0.4 0.0
H 0.2 -0.2 0.0
H 0.1 0.2 0.0
H 0.1 0.1 0.1
H 0.0 0.2 0.1
H 0.0 0.3 0.0
C -0.3 -0.5 -0.1
H 0.0 -0.1 0.0
H 0.1 0.1 -0.2
H 0.1 0.1 -0.1
P 1.3 -4.2 0.7
C 0.0 0.5 0.1
C -0.3 0.8 -0.1
H 0.1 -0.3 0.2
H -0.1 0.2 0.0
H -0.1 -0.2 0.1
C -0.3 0.7 -0.5
H 0.1 -0.2 0.3
H 0.2 0.2 -0.1
H -0.1 0.3 -0.1
H 0.2 -0.3 -0.2
H 0.0 -0.1 -0.3
H -0.2 -0.2 0.1
C 6.5 0.9 4.3
O -5.0 -0.7 -3.3
C 0.4 0.0 -0.3
C 0.0 -0.4 0.0
C -0.7 0.0 -0.2
C 0.0 -0.5 1.8
H 0.1 0.0 0.4
H 0.1 0.1 0.1
H -0.4 0.3 -0.5
H -0.1 0.3 0.0
H 0.2 0.1 0.3
H 0.2 -0.2 0.1
H -0.1 0.3 -0.6
H 0.1 0.0 -0.5
H 0.1 -0.1 -0.3

Total charge ... +3
Spin multiplicity ... 4
DFT total energy ... -1883.88805 hartree
Orbital gap (spin up / spin down) ... 0.292 / 0.247 Eh

***

Entry 4:
A cluster of 5 separate species, C2H15NO4 in total, computed with ωB97M-V/def2-TZVPD.

Cartesian coordinates (Å):
C: 0.558 -0.441 -2.191
C: -0.873 -0.161 -1.783
N: -0.937 1.068 -0.899
H: 0.881 0.275 -2.960
H: 0.645 -1.412 -2.669
H: 1.309 -0.427 -1.406
H: -1.348 -0.975 -1.249
H: -1.410 0.147 -2.674
H: -1.878 1.440 -0.978
H: -0.315 1.758 -1.302
H: -1.399 -4.351 3.036
H: -2.667 -4.008 2.372
O: -1.935 -3.589 2.853
H: 2.035 0.423 1.223
H: 3.355 0.721 0.439
O: 2.633 1.131 0.920
H: 0.122 2.653 0.561
H: 1.418 2.798 1.084
O: 0.539 3.201 1.243
H: -0.190 -0.045 2.259
H: -0.639 0.048 0.772
O: 0.096 -0.252 1.348

Forces on the atoms, in the same order (eV/Å):
C 0.4 -0.1 -0.6
C 0.4 1.8 0.4
N -0.2 -0.9 -0.3
H -0.1 0.0 0.2
H -0.1 -0.3 -0.1
H -0.3 0.1 0.4
H -0.1 -0.2 -0.1
H -0.4 -0.8 -0.3
H 0.1 0.2 0.1
H 0.0 0.1 0.0
H 0.8 -0.4 0.3
H 0.1 0.5 0.1
O -0.9 -0.1 -0.5
H 0.0 0.2 -0.3
H 0.0 -0.1 0.0
O -0.1 0.0 0.1
H -0.8 0.2 0.3
H 0.1 0.5 0.8
O 0.7 -0.8 -0.9
H 0.2 -0.2 -0.7
H 0.7 0.3 0.1
O -0.4 -0.1 0.8

SMILES ... CCN.O.O.O.O
DFT total energy ... -440.89508 hartree
Relative energy (zero: lowest compared OMol25 entry of this formula, charge and spin) ... 0.7859 eV
Orbital gap ... 0.394 Eh

***

Entry 5:
A cluster of 14 separate species, C23H64BO21 in total, computed with ωB97M-V/def2-TZVPD.

Cartesian coordinates (Å):
O: 0.005 2.204 -4.071
C: 0.271 1.813 -2.944
O: -0.383 2.093 -1.836
B: -0.021 1.179 -0.730
O: 1.068 0.338 -1.284
C: 1.210 0.611 -2.631
O: 1.805 -0.076 -3.458
O: -1.226 0.344 -0.392
C: -1.400 0.347 0.933
O: -2.138 -0.403 1.607
C: -0.510 1.444 1.507
O: 0.282 1.899 0.548
O: -0.416 1.775 2.695
C: 8.140 -1.307 -3.341
O: 8.284 -0.407 -2.277
H: 9.090 -1.743 -3.652
H: 7.473 -2.103 -3.009
H: 7.579 -0.810 -4.132
H: 8.748 -0.832 -1.552
C: -5.926 -0.311 -6.541
C: -5.488 -0.886 -5.214
O: -6.602 -1.324 -4.482
H: -6.868 0.235 -6.497
H: -6.064 -1.156 -7.216
H: -5.244 0.331 -7.098
H: -5.049 -0.032 -4.699
H: -4.722 -1.650 -5.344
H: -6.264 -1.882 -3.778
C: 7.054 4.748 4.744
C: 5.653 4.256 4.308
O: 4.756 4.452 5.370
H: 7.052 5.677 5.313
H: 7.787 4.791 3.939
H: 7.476 4.036 5.454
H: 5.737 3.188 4.106
H: 5.297 4.784 3.424
H: 3.939 4.036 5.086
C: -3.906 7.734 -8.852
C: -3.599 9.162 -9.125
O: -4.820 9.830 -8.997
H: -4.529 7.234 -9.594
H: -4.221 7.601 -7.817
H: -2.963 7.195 -8.950
H: -3.195 9.408 -10.107
H: -2.880 9.595 -8.430
H: -4.786 10.521 -9.663
C: 3.927 -4.975 -11.068
C: 3.513 -4.030 -10.009
O: 4.708 -3.751 -9.187
H: 3.086 -5.297 -11.683
H: 4.247 -5.915 -10.619
H: 4.805 -4.704 -11.655
H: 2.692 -4.482 -9.452
H: 3.197 -3.128 -10.533
H: 4.455 -3.157 -8.477
C: -0.069 -5.524 -3.944
C: 1.030 -6.528 -3.785
O: 0.793 -7.307 -2.654
H: 0.082 -4.874 -4.806
H: -0.222 -4.887 -3.073
H: -1.011 -6.031 -4.152
H: 1.979 -5.990 -3.780
H: 1.088 -7.113 -4.703
H: 1.527 -7.920 -2.570
C: -3.363 6.529 7.889
C: -4.018 7.658 8.648
O: -3.596 8.963 8.198
H: -3.539 5.636 8.488
H: -2.279 6.643 7.919
H: -3.726 6.334 6.880
H: -3.928 7.608 9.733
H: -5.102 7.692 8.544
H: -4.321 9.562 8.390
C: 4.883 -2.954 2.250
C: 4.060 -4.033 1.556
O: 4.708 -5.178 2.084
H: 4.575 -1.939 2.004
H: 5.967 -2.980 2.139
H: 4.873 -2.945 3.340
H: 4.122 -3.913 0.474
H: 2.990 -3.985 1.757
H: 5.633 -5.106 1.839
C: -7.112 0.055 7.440
C: -6.968 -0.348 8.896
O: -5.759 -1.054 9.145
H: -8.088 0.501 7.250
H: -6.999 -0.746 6.710
H: -6.416 0.866 7.227
H: -7.853 -0.915 9.182
H: -6.901 0.492 9.587
H: -5.114 -0.368 8.958
C: -1.068 -5.514 7.028
C: 0.188 -6.345 6.693
O: 0.297 -6.725 5.386
H: -0.985 -4.530 6.567
H: -1.205 -5.354 8.098
H: -1.983 -5.984 6.668
H: 0.302 -7.297 7.211
H: 1.041 -5.726 6.971
H: 0.993 -6.183 5.007
O: -1.012 0.447 9.202
H: -0.828 0.863 8.360
H: -0.298 -0.180 9.320
O: 6.067 3.546 -3.233
H: 6.622 2.934 -2.749
H: 5.892 3.104 -4.064
O: -5.649 -3.704 0.384
H: -5.283 -3.244 1.139
H: -5.135 -4.508 0.320

Forces on the atoms, in the same order (eV/Å):
O 0.8 -0.2 1.9
C -1.0 -0.6 -1.7
O 0.2 0.5 0.1
B -0.4 0.1 -0.2
O 0.2 0.6 -1.6
C 0.5 -1.8 -0.1
O -1.1 1.8 2.2
O 0.3 -0.2 1.1
C -2.3 -2.0 1.0
O 2.1 2.3 -2.2
C 1.4 0.7 3.0
O -0.2 -0.5 -0.8
O -0.6 -0.7 -2.7
C -0.8 -0.6 0.4
O 0.3 0.9 0.4
H 0.0 0.2 -0.4
H 0.0 -0.5 -0.2
H 0.5 0.1 -0.2
H 0.0 0.0 0.0
C -0.5 -0.9 -1.3
C 0.7 1.9 -0.1
O -0.4 -0.6 -0.1
H 0.0 -0.1 0.4
H -0.4 0.0 -0.2
H 0.5 0.1 0.7
H 0.4 -0.1 0.5
H -0.1 -0.1 0.0
H -0.2 0.0 0.2
C -0.2 -0.6 0.4
C 1.4 0.4 0.1
O -0.4 0.0 0.4
H -0.3 0.3 -0.4
H -0.3 0.2 -0.2
H -0.1 -0.2 0.1
H 0.0 -0.1 -0.4
H 0.1 0.0 -0.2
H -0.3 0.1 0.2
C 1.7 -1.1 -0.2
C 0.0 0.4 -0.1
O -1.0 1.3 -0.3
H -0.5 0.5 0.2
H -0.4 0.0 -0.2
H 0.2 -0.3 0.3
H 0.2 -0.7 -0.3
H 0.2 -0.3 0.4
H -0.5 0.3 0.2
C 0.6 -2.0 -0.2
C 1.3 0.8 0.2
O -1.3 -0.4 -0.7
H 0.0 0.5 -0.3
H 0.0 -0.1 0.3
H -0.3 0.6 -0.2
H 0.1 0.3 0.4
H -0.3 0.4 0.5
H -0.1 0.1 0.1
C -0.9 0.3 -0.3
C 0.2 0.9 -1.1
O 0.1 -0.4 0.4
H 0.3 0.0 0.0
H 0.2 -0.1 0.1
H -0.1 -0.1 0.2
H 0.3 0.0 0.6
H -0.2 -0.5 -0.1
H 0.0 -0.1 0.2
C 0.2 -0.2 1.0
C -1.1 1.2 -0.2
O 0.4 -0.4 0.0
H -0.1 -0.3 -0.1
H 0.0 0.2 -0.3
H 0.1 0.4 0.1
H 0.8 -0.3 0.1
H -0.3 -0.7 -0.4
H 0.1 0.1 0.0
C -0.5 2.2 0.5
C 1.8 1.1 0.9
O -1.0 -1.7 -0.6
H 0.0 0.2 -0.3
H 0.1 -0.4 -1.0
H -0.9 -0.6 0.2
H 0.3 -0.3 -0.2
H 0.2 -0.4 0.6
H 0.0 0.0 0.0
C -0.2 0.9 0.0
C -0.2 -0.1 0.0
O -0.2 -0.3 -0.2
H -0.2 0.0 0.2
H 0.2 -0.2 0.3
H 0.3 -0.2 -0.3
H 0.4 -0.5 0.2
H -0.6 0.6 -0.3
H 0.6 -0.3 0.1
C 0.1 -0.4 -0.2
C -0.2 0.4 2.1
O 0.2 0.2 -2.4
H 0.0 0.0 -0.1
H 0.3 -0.1 0.1
H 0.1 -0.1 -0.1
H -0.5 0.2 0.9
H 0.2 0.0 0.2
H -0.2 -0.1 -0.5
O -0.2 0.1 0.2
H 0.0 0.1 -0.3
H 0.1 -0.2 0.0
O 0.0 0.3 0.0
H 0.1 -0.2 0.2
H -0.1 -0.1 -0.2
O -0.3 0.0 -0.1
H 0.1 0.2 0.2
H 0.1 -0.2 0.0

Total charge ... -1
DFT total energy ... -2519.72572 hartree
Relative energy (zero: lowest compared OMol25 entry of this formula, charge and spin) ... 4.3142 eV
Orbital gap ... 0.336 Eh

***

Entry 6:
A cluster of 2 separate species, BH5N2 in total, computed with ωB97M-V/def2-TZVPD.

Cartesian coordinates (Å):
B: 0.392 -0.440 0.174
N: -0.683 -1.208 0.143
N: 0.169 1.642 -0.601
H: 1.493 -0.742 0.716
H: -0.660 -2.169 0.268
H: -1.566 -1.003 -0.256
H: 1.141 1.944 -0.664
H: -0.287 1.976 0.220

Forces on the atoms, in the same order (eV/Å):
B 3.1 4.5 -0.1
N -1.7 0.0 -0.7
N 0.4 -4.5 0.0
H -1.3 0.4 -1.0
H 0.5 -2.1 0.8
H -0.7 0.9 -0.5
H -0.3 0.1 0.6
H 0.1 0.7 0.8

DFT total energy ... -137.30645 hartree
Relative energy (zero: lowest compared OMol25 entry of this formula, charge and spin) ... 3.6123 eV
Orbital gap ... 0.342 Eh